P:
{
  "formula": "C3H4N3S",
  "method": "the ωB97M-V functional and the def2-TZVPD basis",
  "elements": ["C", "C", "C", "N", "N", "N", "S", "H", "H", "H", "H"],
  "coordinates": [[0.312, 0.727, 0.508], [1.805, 0.608, 0.605], [-0.189, -0.080, -0.385], [2.310, -0.308, -0.151], [1.458, -0.988, -0.777], [-1.095, -0.777, -1.083], [1.324, -2.062, -2.037], [-0.258, 1.508, 0.917], [2.345, 0.805, 1.516], [-0.494, -1.234, -1.930], [-1.332, -1.441, -0.442]],
  "nbo_charge": [-0.399, -0.196, 0.277, -0.230, -0.395, -0.866, -0.307, 0.204, 0.171, 0.378, 0.363],
  "multiplicity": 1,
  "charge": -1,
  "homo_ha": -0.0830,
  "orbital_gap_ev": 6.31
}

Q:
{
  "formula": "C3H4N3S",
  "method": "the ωB97M-V functional and the def2-TZVPD basis",
  "elements": ["C", "C", "C", "N", "N", "N", "S", "H", "H", "H", "H"],
  "coordinates": [[-0.271, 1.140, -1.368], [0.702, -0.755, -0.751], [-0.674, 1.324, -0.118], [0.450, 0.028, -1.767], [0.338, -0.381, 0.453], [0.370, -1.190, 1.605], [-1.349, 2.150, 1.098], [-0.554, 1.823, -2.162], [1.205, -1.706, -0.942], [-0.393, -1.875, 1.571], [0.175, -0.557, 2.380]],
  "nbo_charge": [-0.218, 0.197, -0.073, -0.588, -0.363, -0.666, -0.304, 0.195, 0.140, 0.322, 0.357],
  "multiplicity": 1,
  "charge": -1,
  "homo_ha": -0.0865,
  "orbital_gap_ev": 6.12
}

Unit: kJ/mol. Relative energies: P 126.5; Q 0.0.

P:
{
  "formula": "C3H10N2O2",
  "method": "the ωB97M-V functional and the def2-TZVPD basis",
  "elements": ["N", "C", "N", "C", "C", "O", "H", "H", "H", "H", "H", "H", "H", "H", "O", "H", "H"],
  "coordinates": [[-0.701, 0.941, 1.307], [0.224, -0.358, 1.045], [1.640, -0.269, 0.642], [1.960, 0.211, -0.697], [0.999, 1.275, -1.212], [1.572, 2.287, -1.620], [-0.044, 1.637, 1.335], [-1.295, 0.920, 0.455], [0.036, -0.868, 2.008], [-0.298, -0.924, 0.245], [2.093, 0.233, 1.439], [2.099, -0.762, -1.323], [3.068, 0.658, -0.617], [-0.058, 0.776, -1.613], [-4.120, -1.721, -0.314], [-3.932, -2.618, -0.704], [-3.242, -1.420, -0.376]],
  "nbo_charge": [-0.843, -0.084, -0.637, -0.335, 0.395, -0.497, 0.346, 0.351, 0.206, 0.155, 0.367, 0.223, 0.230, 0.122, -0.914, 0.461, 0.453],
  "smiles": "NCNCC=O.O",
  "multiplicity": 1,
  "homo_ha": -0.3387,
  "orbital_gap_ev": 9.44
}

Q:
{
  "formula": "C3H10N2O2",
  "method": "the ωB97M-V functional and the def2-TZVPD basis",
  "elements": ["N", "C", "C", "O", "H", "H", "H", "H", "H", "N", "C", "O", "H", "H", "H", "H", "H"],
  "coordinates": [[0.736, 0.700, -1.170], [0.740, 0.988, 0.277], [1.612, 2.199, 0.556], [2.179, 2.786, -0.331], [0.518, 1.537, -1.694], [1.668, 0.453, -1.554], [1.134, 0.086, 0.778], [-0.287, 1.177, 0.606], [1.837, 2.479, 1.620], [-1.794, -0.886, 0.670], [-1.113, -1.976, -0.031], [-0.468, -1.677, -1.258], [-2.770, -1.172, 0.776], [-1.410, -0.772, 1.609], [-0.366, -2.429, 0.639], [-1.848, -2.801, -0.189], [-0.368, -0.691, -1.303]],
  "nbo_charge": [-0.832, -0.347, 0.419, -0.524, 0.374, 0.379, 0.221, 0.241, 0.113, -0.868, 0.089, -0.765, 0.368, 0.358, 0.130, 0.146, 0.500],
  "smiles": "NCC=O.NCO",
  "multiplicity": 1,
  "homo_ha": -0.3465,
  "orbital_gap_ev": 10.18
}

R:
{
  "formula": "C3H10N2O2",
  "method": "the ωB97M-V functional and the def2-TZVPD basis",
  "elements": ["C", "N", "C", "O", "C", "N", "H", "H", "H", "H", "H", "H", "H", "H", "O", "H", "H"],
  "coordinates": [[-2.431, -0.082, 0.502], [-0.999, -0.227, 0.273], [-0.300, 0.944, 0.128], [-0.746, 2.033, 0.413], [1.131, 0.819, -0.329], [1.245, -0.234, -1.367], [-2.834, 0.886, 0.244], [-2.824, -1.005, 0.095], [-2.543, -0.182, 1.571], [-0.737, -0.838, -0.497], [1.805, 0.599, 0.502], [1.452, 1.778, -0.735], [2.200, -0.543, -1.499], [0.950, 0.211, -2.219], [1.567, -2.347, 0.500], [1.311, -2.933, 1.229], [1.252, -1.535, 0.912]],
  "nbo_charge": [-0.429, -0.637, 0.652, -0.607, -0.322, -0.843, 0.225, 0.203, 0.197, 0.415, 0.211, 0.205, 0.375, 0.355, -0.925, 0.462, 0.463],
  "smiles": "CNC(=O)CN.O",
  "multiplicity": 1,
  "homo_ha": -0.3552,
  "orbital_gap_ev": 10.39
}

Unit: kJ/mol. Relative energies: P 275.8; Q 91.1; R 0.0.

P:
{
  "formula": "C3H10N2O2",
  "method": "the ωB97M-V functional and the def2-TZVPD basis",
  "elements": ["C", "C", "N", "C", "N", "O", "H", "H", "H", "H", "H", "H", "H", "H", "O", "H", "H"],
  "coordinates": [[0.187, -0.479, -1.484], [-0.411, 0.317, -0.320], [-1.812, 0.732, -0.571], [-0.200, -0.341, 1.076], [-1.264, -0.940, 1.614], [0.864, -0.242, 1.642], [-0.035, -1.630, -1.548], [1.324, -0.316, -1.559], [-0.184, -0.058, -2.307], [0.348, 1.182, -0.211], [-2.152, 1.425, 0.168], [-1.928, 1.337, -1.436], [-1.094, -1.070, 2.595], [-2.168, -0.794, 1.158], [2.980, 0.116, 0.046], [3.337, 0.876, 0.529], [2.206, -0.115, 0.607]],
  "nbo_charge": [-0.619, -0.151, -0.863, 0.691, -0.813, -0.653, 0.211, 0.261, 0.200, 0.200, 0.362, 0.377, 0.407, 0.423, -0.981, 0.460, 0.489],
  "smiles": "C[C@@H](N)C(N)=O.O",
  "multiplicity": 1,
  "homo_ha": -0.3664,
  "orbital_gap_ev": 10.68
}

Q:
{
  "formula": "C3H10N2O2",
  "method": "the ωB97M-V functional and the def2-TZVPD basis",
  "elements": ["C", "C", "O", "N", "H", "H", "H", "H", "H", "H", "H", "N", "C", "O", "H", "H", "H"],
  "coordinates": [[-0.857, -2.370, 0.815], [-0.617, -1.208, -0.126], [-0.747, 0.145, 0.613], [0.066, 0.216, 1.778], [-0.566, -3.311, 0.354], [-1.905, -2.411, 1.109], [-0.288, -2.226, 1.731], [0.304, -1.354, -0.697], [-1.449, -1.081, -0.819], [0.913, 0.726, 1.505], [-0.452, 0.788, 2.441], [1.089, 1.882, -2.121], [0.761, 1.951, -0.797], [1.586, 2.069, 0.082], [2.065, 1.979, -2.359], [0.422, 2.117, -2.836], [-0.326, 2.088, -0.673]],
  "nbo_charge": [-0.653, -0.063, -0.451, -0.556, 0.210, 0.207, 0.242, 0.174, 0.184, 0.366, 0.343, -0.828, 0.540, -0.632, 0.394, 0.392, 0.132],
  "smiles": "CCON.NC=O",
  "multiplicity": 1,
  "homo_ha": -0.3233,
  "orbital_gap_ev": 9.73
}

Unit: kJ/mol. Relative energies: P 0.0; Q 185.4.